1.
{"formula": "C22H17CaClO10", "method": "ωB97M-V/def2-TZVPD", "total_charge": -2, "homo_energy_ev": -2.903, "e_tot_ha": -2739.1137, "multiplicity": 1, "homo_lumo_gap_ev": 7.1, "lumo_ev": 4.174, "species": ["Ca", "Cl", "O", "O", "O", "O", "O", "O", "O", "O", "O", "O", "C", "C", "C", "C", "C", "C", "C", "C", "C", "C", "C", "C", "C", "C", "C", "C", "C", "C", "C", "C", "C", "C", "H", "H", "H", "H", "H", "H", "H", "H", "H", "H", "H", "H", "H", "H", "H", "H", "H"], "xyz": [[-0.89765, -0.20405, 0.95008], [5.23162, 2.71838, 4.14708], [-0.70343, 1.87387, 2.18222], [0.24909, -3.32048, 3.76044], [-0.47614, -2.09474, -0.37506], [0.21529, -1.44300, 2.53146], [1.25447, 0.60952, 0.38226], [-1.52089, 1.74245, -4.84214], [-1.93882, 0.19287, -2.91529], [-1.87297, 0.96356, -0.81314], [-3.69476, -3.15857, 2.49283], [-2.75936, -1.27950, 1.70105], [0.03989, -2.68958, 2.72131], [0.27401, -4.22332, -0.83816], [-0.82709, 3.95635, -4.39766], [3.47623, 0.78507, 1.10570], [4.01062, 2.08145, 3.05553], [-0.57374, 4.70973, -2.12020], [2.06411, 1.04618, 1.24171], [2.68992, 2.36024, 3.24681], [0.36284, -3.11002, 0.21543], [1.70118, 1.85801, 2.37805], [-1.71880, 1.08236, -2.04949], [-1.29245, 2.44192, -2.56406], [-1.21702, 2.69313, -3.94511], [-1.88018, -3.40563, 0.98833], [4.40636, 1.27663, 1.97241], [-2.86434, -2.54308, 1.81960], [-0.96511, 3.45646, -1.67385], [-0.39381, -3.52035, 1.48576], [0.34811, 2.22743, 2.70589], [-1.67432, -2.90236, -0.45248], [-1.18618, -4.05524, -1.33746], [-0.50981, 4.95111, -3.48892], [2.38311, 2.97537, 4.08579], [-0.17979, -4.55865, 1.73771], [-2.47832, -2.29478, -0.86035], [-0.20485, 5.92628, -3.85389], [0.28457, 2.93365, 3.55852], [-1.02018, 3.22135, -0.61782], [-2.31700, -4.40386, 0.96775], [-0.31508, 5.48614, -1.41112], [3.77025, 0.16543, 0.26777], [5.45751, 1.05173, 1.83543], [-1.76533, 0.94310, -4.25925], [0.98893, -4.04651, -1.64257], [0.47265, -5.20472, -0.40645], [1.35005, -2.68879, 0.38926], [-1.21366, -3.75723, -2.38550], [-0.77841, 4.12796, -5.46615], [-1.79130, -4.95325, -1.21006]], "mulliken_charge": [2.186, -0.299, -0.548, -0.814, -0.560, -0.636, -0.725, -0.726, -0.843, -0.816, -0.805, -0.861, -0.154, -1.035, -0.718, -0.578, 0.180, -0.790, 0.311, -0.871, 0.101, 1.258, 0.964, -0.025, 0.342, 0.067, -0.535, 0.034, -0.230, 0.049, -0.405, 0.267, -1.047, -0.195, 0.283, 0.410, 0.459, 0.329, 0.168, 0.444, 0.396, 0.386, 0.387, 0.360, 0.433, 0.348, 0.387, 0.515, 0.326, 0.393, 0.434]}



2.
{"formula": "C22H17CoF6O8PS2", "method": "ωB97M-V/def2-TZVPD", "total_charge": -2, "homo_energy_ev": [-2.232, -2.240], "e_tot_ha": -4570.2348, "multiplicity": 2, "homo_lumo_gap_ev": [6.3, 6.3], "lumo_ev": [4.098, 4.098], "species": ["Co", "S", "S", "P", "F", "F", "F", "F", "F", "F", "O", "O", "O", "O", "O", "O", "O", "O", "C", "C", "C", "C", "C", "C", "C", "C", "C", "C", "C", "C", "C", "C", "C", "C", "C", "C", "C", "C", "C", "C", "H", "H", "H", "H", "H", "H", "H", "H", "H", "H", "H", "H", "H", "H", "H", "H", "H"], "xyz": [[-2.49377, -0.42882, 0.82085], [-4.00185, -1.69639, -0.85680], [-0.54257, -0.73774, 2.05440], [1.21036, -1.07013, -0.58637], [-6.06914, 3.63726, 0.97232], [-5.43634, 2.59609, -0.81057], [-4.52703, 3.35795, 3.21142], [-6.11196, 1.47594, 0.91183], [-2.61035, 2.38232, 3.00756], [-4.42296, 1.20737, 3.00352], [-4.20053, -1.38938, 0.64612], [-5.05949, -1.14451, -1.67808], [-1.88600, -0.60717, 2.76602], [-3.77106, -3.11928, -1.06624], [-0.65042, 0.28090, 0.98119], [-3.26324, 1.47858, 0.42059], [-2.69643, -0.91415, -1.08053], [-0.52070, -2.13071, 1.62197], [0.56877, 1.37785, -1.65023], [2.35802, -2.19203, -2.85469], [3.37900, -1.11507, 1.29024], [3.36733, -4.37446, -2.97419], [3.95951, -1.21402, 2.55325], [2.94486, 0.97514, -1.60017], [0.80653, 2.64704, -2.16818], [2.10390, 3.08403, -2.38750], [2.92861, -3.34237, -0.84065], [1.25674, -0.80591, 2.26918], [-3.90642, 2.48276, 1.00613], [-3.28061, 3.85857, 0.67346], [3.42329, -4.40574, -1.58956], [2.83596, -3.25804, -3.60359], [-3.88146, 2.34295, 2.55763], [1.79977, -0.91603, 3.53620], [-5.38858, 2.52859, 0.52808], [3.16229, -1.14338, 3.68346], [2.38989, -2.20659, -1.45622], [3.17932, 2.24282, -2.11236], [1.64325, 0.54085, -1.34843], [2.00743, -0.95615, 1.10351], [3.59155, -1.25607, 4.67132], [-0.03431, 3.28803, -2.39934], [-2.23837, 3.82017, 0.98812], [4.01479, -1.20438, 0.41808], [-0.45070, 1.03681, -1.49165], [-3.78284, 4.70435, 1.14854], [4.19481, 2.57451, -2.29549], [5.02894, -1.35888, 2.64503], [3.78312, 0.31233, -1.40868], [2.28169, 4.07814, -2.78104], [-3.31138, 3.96997, -0.41029], [3.71228, -5.22013, -3.55677], [2.94117, -3.41106, 0.23847], [2.75588, -3.22990, -4.68370], [1.91388, -1.34224, -3.36157], [1.16477, -0.81802, 4.40714], [3.83079, -5.27255, -1.08277]], "mulliken_charge": [0.378, 1.314, 1.590, 0.815, -0.328, -0.266, -0.329, -0.241, -0.266, -0.248, -0.621, -0.737, -0.712, -0.735, -0.469, -0.553, -0.503, -0.563, -0.216, -0.608, 0.041, -0.398, -0.799, 0.037, -0.684, -0.390, -0.542, 0.409, 1.368, -2.005, -0.678, -0.645, 0.420, -0.456, 0.642, -0.574, 0.260, -0.623, 0.208, -0.505, 0.367, 0.455, 0.391, 0.338, 0.317, 0.330, 0.373, 0.386, 0.186, 0.348, 0.442, 0.341, 0.392, 0.362, 0.361, 0.460, 0.363]}



3.
{"formula": "C22H17F2N2O7Ru", "method": "ωB97M-V/def2-TZVPD", "homo_energy_ev": [-8.562, -8.684], "e_tot_ha": -1779.4870, "multiplicity": 2, "homo_lumo_gap_ev": [7.6, 7.6], "lumo_ev": [-0.966, -1.044], "species": ["Ru", "F", "F", "O", "O", "O", "O", "O", "O", "O", "N", "N", "C", "C", "C", "C", "C", "C", "C", "C", "C", "C", "C", "C", "C", "C", "C", "C", "C", "C", "C", "C", "C", "C", "H", "H", "H", "H", "H", "H", "H", "H", "H", "H", "H", "H", "H", "H", "H", "H", "H"], "xyz": [[0.35384, 0.38703, -0.43119], [1.70117, 1.89684, 4.58949], [-1.80036, 4.17207, 2.51819], [-1.31077, -0.87696, 0.15287], [0.38752, -1.87129, 1.94949], [-0.86726, -2.74911, -2.86794], [1.75106, -3.61445, 2.13671], [1.66727, 1.52611, -1.31684], [3.68786, 1.45308, -2.27084], [0.05422, -0.85673, -2.11102], [2.08945, -0.84036, -0.11409], [-1.08830, 1.75000, -0.91225], [-1.44935, 2.62661, 0.04954], [1.37906, -2.45337, 1.58521], [-2.97720, 3.65216, -1.48553], [2.34475, -1.98893, 0.54199], [-0.74976, -1.85832, -2.04521], [4.44342, -2.26548, -0.57519], [-1.80434, -3.22933, -0.21127], [-0.68987, 2.45876, 1.29681], [-0.84691, 3.21732, 2.44971], [-1.60959, 1.82597, -2.13749], [2.81031, 0.97112, -1.59618], [0.31333, 1.46371, 1.27524], [3.49959, -2.72474, 0.32897], [4.21304, -1.06394, -1.20625], [-0.06034, 3.04743, 3.56965], [-2.56360, 2.76666, -2.46837], [0.91832, 2.07549, 3.50852], [-3.10538, -1.41025, -1.33903], [1.11744, 1.28431, 2.39506], [-2.41803, 3.58950, -0.22205], [3.03181, -0.38480, -0.94654], [-1.73674, -1.85561, -0.84978], [3.64920, -3.64363, 0.87318], [-3.06588, -0.39384, -1.72915], [1.90092, 0.53838, 2.41947], [-0.94486, -1.34382, 0.92347], [-2.96451, 2.79901, -3.47084], [-2.51455, -3.23198, 0.61822], [1.09069, -3.82918, 2.81312], [-3.72608, 4.40206, -1.70436], [-2.12350, -3.94449, -0.96548], [-0.20546, 3.65424, 4.45113], [4.90782, -0.61460, -1.90102], [5.34434, -2.83286, -0.76384], [-3.82364, -1.43787, -0.51830], [-2.71449, 4.28553, 0.54403], [-1.23350, 1.10068, -2.84813], [-0.82600, -3.55111, 0.15230], [-3.43616, -2.07705, -2.13422]], "mulliken_charge": [-0.024, -0.360, -0.340, -0.502, -0.684, -0.707, -0.462, -0.552, -0.675, -0.642, 0.749, 0.560, 0.569, 0.203, -0.378, 0.502, 0.257, -0.536, -1.876, -0.326, 0.342, -0.585, 0.191, 1.129, -0.792, -0.842, -0.885, -0.899, 0.268, -1.733, -0.281, -0.929, 0.478, 1.964, 0.572, 0.272, 0.475, 0.390, 0.447, 0.460, 0.395, 0.431, 0.425, 0.508, 0.573, 0.445, 0.402, 0.576, 0.685, 0.338, 0.405]}



4.
{"formula": "C22H17F5IrN2O11P2", "method": "ωB97M-V/def2-TZVPD", "total_charge": -1, "homo_energy_ev": [-5.568, -5.905], "e_tot_ha": -3072.3171, "multiplicity": 5, "homo_lumo_gap_ev": [7.7, 6.5], "lumo_ev": [2.171, 0.637], "species": ["Ir", "P", "P", "F", "F", "F", "F", "F", "O", "O", "O", "O", "O", "O", "O", "O", "O", "O", "O", "N", "N", "C", "C", "C", "C", "C", "C", "C", "C", "C", "C", "C", "C", "C", "C", "C", "C", "C", "C", "C", "C", "C", "C", "H", "H", "H", "H", "H", "H", "H", "H", "H", "H", "H", "H", "H", "H", "H", "H", "H"], "xyz": [[-0.31265, -0.94505, 0.15375], [2.78616, -2.45615, -0.63126], [2.01618, 0.02285, -2.05234], [1.71097, 1.14584, 6.07056], [-1.22491, -1.94664, 2.70153], [-0.61414, 0.01320, 6.94001], [-2.06912, -1.53402, 5.21846], [2.55770, 0.76836, 3.54346], [3.12324, -2.19271, 0.90520], [1.26562, -2.32265, -0.83734], [3.46624, -3.64890, -1.15858], [-1.48564, -2.45626, -0.66286], [1.09153, 0.51319, -0.98600], [1.12794, -0.73774, 1.78572], [1.36479, -0.81923, -3.22079], [-1.16057, 0.77348, 1.24358], [4.12395, -0.01876, -0.53612], [2.57140, 1.25679, -2.89994], [-2.99774, 3.88957, -0.92912], [-2.01031, 1.46529, -0.77103], [-1.70360, 0.18995, -1.16190], [-1.40341, -3.88479, -2.52175], [-0.19572, -0.18062, 5.67830], [-1.75701, -3.01027, -4.74520], [-1.49687, -4.08080, -3.87592], [-2.45423, 5.46082, 2.27971], [3.45987, -0.89953, -1.44264], [0.98417, 0.39093, 5.23351], [-2.59963, 4.02422, 0.34880], [-1.54449, -2.59571, -1.96128], [0.69033, -0.58582, 3.01864], [-0.93120, -0.96232, 4.80451], [-0.48696, -1.15926, 3.51100], [-1.98229, 2.99246, 1.07803], [1.41297, 0.19008, 3.93518], [-1.69646, 1.65938, 0.49699], [-2.82732, 5.25496, 0.96684], [4.41111, -1.24297, -2.57949], [-1.96944, -0.16503, -2.36587], [-1.84279, 4.44630, 3.01048], [-1.78534, -1.50780, -2.84259], [-1.90457, -1.75058, -4.22294], [-1.61367, 3.22784, 2.40275], [5.24989, -1.80021, -2.16584], [2.38670, -1.70819, 1.36606], [-2.64032, 6.42317, 2.73974], [1.02455, -1.64916, -2.83537], [2.81332, 1.97672, -2.30584], [-2.77579, 2.96493, -1.20734], [3.99000, -0.37227, 0.35532], [-2.37308, 0.58619, -3.04474], [-1.19162, -4.69717, -1.84134], [4.77427, -0.33246, -3.05791], [3.92465, -1.87407, -3.32141], [-1.36091, -5.07566, -4.28033], [-1.54796, 4.60827, 4.03787], [-1.83207, -3.17751, -5.81054], [-3.30384, 6.03379, 0.38674], [-1.13434, 2.41922, 2.93824], [-2.09753, -0.90753, -4.87537]], "mulliken_charge": [2.781, 0.584, 0.426, -0.329, -0.356, -0.334, -0.329, -0.332, -0.720, -0.551, -0.808, -0.894, -0.782, -0.932, -0.624, -0.859, -0.617, -0.615, -0.692, -0.872, -0.120, -0.416, 0.643, -0.676, -0.431, -0.272, 1.158, 0.177, 0.470, 1.171, -0.045, 0.082, 0.453, 0.026, 0.377, 0.825, -0.690, -1.690, -0.377, -0.836, 0.299, -0.826, -0.571, 0.409, 0.556, 0.355, 0.385, 0.391, 0.573, 0.487, 0.328, 0.418, 0.390, 0.339, 0.379, 0.428, 0.392, 0.414, 0.509, 0.366]}